(1)
{"formula": "C24H34FN3O5SiW", "method": "wB97M-V/def2-TZVPD", "symbols": ["C", "C", "C", "O", "C", "H", "H", "H", "H", "C", "H", "C", "H", "H", "H", "C", "H", "C", "H", "H", "C", "N", "H", "H", "H", "C", "N", "H", "H", "H", "H", "H", "H", "H", "H", "H", "C", "C", "C", "O", "W", "C", "H", "C", "H", "H", "C", "H", "C", "C", "H", "H", "O", "H", "H", "C", "H", "C", "N", "Si", "C", "F", "O", "C", "C", "H", "C", "H", "O"], "positions_angstrom": [[2.43, -1.13, -2.26], [-2.50, 0.25, -2.49], [0.69, 2.59, 2.69], [-2.57, 2.70, 0.95], [-0.10, -4.47, -0.15], [0.64, -5.23, -0.33], [3.90, -1.51, -0.15], [0.67, 0.49, -3.77], [-3.30, -4.07, 0.81], [0.86, -2.28, 2.80], [1.94, -2.37, 2.89], [-1.62, -0.25, 3.06], [0.42, 3.16, -2.94], [-1.48, 1.24, -4.39], [0.46, 2.11, 3.62], [-1.30, 2.00, -3.62], [1.10, 5.74, 1.49], [0.19, 2.36, -3.65], [2.67, -1.06, 1.06], [0.68, 4.51, 3.60], [1.05, -0.02, 4.58], [0.79, 0.44, 1.46], [1.85, -3.31, -1.68], [1.09, -0.93, 5.18], [-1.65, -5.85, 0.35], [0.79, 3.97, 2.67], [1.91, -1.34, -0.89], [-2.69, -1.71, 0.56], [0.44, -2.78, 3.66], [2.35, -3.22, 0.01], [-2.03, 0.17, 2.15], [-2.13, -1.18, 3.27], [2.58, -0.07, -2.44], [-3.34, 0.40, -3.18], [1.70, -1.50, -2.98], [-2.89, -0.08, -1.52], [-2.31, -3.81, 0.50], [2.99, -0.93, 0.03], [1.18, 3.94, 0.32], [1.00, 1.27, -3.29], [0.03, -0.14, -0.45], [0.84, 1.81, 1.53], [0.54, -2.82, 1.92], [1.03, 4.66, 1.50], [1.36, 4.43, -0.62], [-1.85, 3.41, -1.58], [-1.52, -0.83, -3.04], [3.38, -1.66, -2.40], [-1.38, -4.81, 0.24], [-0.67, -2.09, -0.05], [2.06, 0.36, 4.51], [-1.86, 0.45, 3.86], [-1.79, -1.49, -4.03], [3.22, 0.13, -0.13], [-1.90, 2.89, -3.88], [-2.32, 2.44, -1.44], [-3.40, 2.54, -1.62], [-1.95, -2.48, 0.35], [-1.69, 1.46, -2.31], [0.27, -0.46, 2.88], [-2.12, 2.03, 0.04], [1.28, 1.86, -0.82], [-1.47, 0.92, 0.15], [0.24, -3.13, -0.30], [1.09, 2.57, 0.38], [0.44, 2.70, -4.67], [1.65, -2.81, -0.73], [0.45, 0.69, 5.14], [-0.42, -0.87, -2.40]], "nbo_charge": [-0.4242, -0.3376, -0.1939, -0.5854, -0.2125, 0.2075, 0.1925, 0.4811, 0.2137, -1.1220, 0.2248, -1.1344, 0.1742, 0.2123, 0.2167, -0.2511, 0.2194, -0.0594, 0.2356, 0.2166, -1.1176, -1.1402, 0.2239, 0.2371, 0.2137, -0.1957, -0.5026, 0.2100, 0.2408, 0.2162, 0.2527, 0.2395, 0.2374, 0.2049, 0.2386, 0.2265, -0.2031, -0.4062, -0.2482, -0.7195, 1.9909, 0.1000, 0.2406, -0.2333, 0.2280, 0.2283, 0.7945, 0.1919, -0.2048, -0.3536, 0.2341, 0.2393, -0.6214, 0.2182, 0.1989, -0.3357, 0.2096, -0.2463, -0.4500, 1.8161, 0.8042, -0.3333, -0.7772, -0.0578, 0.2974, 0.1694, -0.2490, 0.2250, -0.8063], "e_tot_ev": -52569.6593, "spin_multiplicity": 3, "charge": 0, "e_homo_ev": [-7.71, -8.13]}

=====

(2)
{"formula": "C24H34N2O3", "method": "wB97M-V/def2-TZVPD", "symbols": ["C", "H", "C", "H", "H", "O", "C", "C", "C", "H", "C", "H", "C", "C", "C", "H", "H", "C", "C", "O", "H", "C", "N", "C", "H", "C", "H", "H", "H", "C", "H", "H", "H", "H", "C", "H", "C", "C", "C", "H", "H", "C", "H", "C", "H", "H", "H", "H", "H", "H", "H", "O", "H", "H", "H", "H", "H", "N", "H", "C", "H", "C", "C"], "positions_angstrom": [[-3.01, 4.72, 0.75], [0.55, -4.37, -5.60], [0.97, 1.86, 2.01], [1.77, -4.04, -3.48], [2.12, -4.44, -0.84], [2.53, -0.69, -0.13], [2.43, 0.46, 3.29], [2.17, 0.08, 0.93], [1.53, 1.51, 3.23], [0.76, -0.44, -1.17], [-0.18, -3.21, -3.92], [-1.10, -3.79, -5.79], [-1.50, -2.93, -3.21], [1.30, 1.16, 0.85], [2.05, -1.80, -2.20], [-2.22, -2.47, -3.89], [1.28, 2.07, 4.12], [0.72, -4.86, 1.37], [1.51, -3.55, -0.62], [-1.45, 2.04, 0.41], [1.87, -1.53, -3.25], [1.83, -0.55, -1.35], [1.13, -2.86, -1.84], [-2.41, 6.92, 1.82], [-1.94, 7.21, 0.88], [-1.34, 6.30, 2.74], [-4.33, 6.41, 0.98], [-3.74, 3.91, 0.73], [2.12, -2.88, -0.02], [-1.09, 2.94, 1.13], [3.11, -2.11, -2.11], [-0.14, -5.15, 1.97], [0.43, -4.69, -2.51], [-1.34, -2.26, -2.37], [0.85, -3.77, -2.93], [1.43, -4.33, 2.02], [-3.53, 5.92, 1.54], [0.29, -3.96, 0.22], [-0.43, -2.72, 0.75], [2.20, 0.34, -1.89], [-2.81, 7.82, 2.29], [0.17, 4.13, 2.64], [0.19, -2.26, -4.33], [-1.74, 4.25, 1.37], [-2.82, 5.00, -0.29], [-0.72, -2.08, -0.07], [-3.95, 5.58, 2.49], [-1.33, -3.00, 1.30], [-0.44, 6.92, 2.77], [0.86, 1.46, -0.08], [-0.76, -5.14, -4.71], [1.06, 4.43, 3.39], [-1.93, -3.86, -2.84], [-1.71, 6.23, 3.77], [2.87, 0.19, 4.23], [-0.41, -4.51, -0.42], [1.21, -5.76, 1.00], [0.06, 2.94, 1.93], [3.43, -1.09, 2.19], [-1.01, 4.94, 2.25], [0.22, -2.16, 1.42], [-0.38, -4.19, -5.08], [2.74, -0.26, 2.15]], "nbo_charge": [-0.4397, 0.2054, 0.2424, 0.1694, 0.1691, -0.5065, -0.1869, 0.3228, -0.2593, 0.1956, -0.2208, 0.2096, -0.6085, -0.3336, -0.2305, 0.2056, 0.2292, -0.6024, -0.2236, -0.5400, 0.2044, -0.0751, -0.4628, -0.3893, 0.2000, -0.4409, 0.2152, 0.2371, 0.2177, 0.6807, 0.1822, 0.2086, 0.1969, 0.2225, -0.2068, 0.2009, -0.3892, -0.2193, -0.6088, 0.1760, 0.2153, 0.6798, 0.1875, -0.0522, 0.2251, 0.2159, 0.2004, 0.2062, 0.2372, 0.2380, 0.2004, -0.5345, 0.1975, 0.2256, 0.2166, 0.1897, 0.2038, -0.5176, 0.2216, -0.0460, 0.2035, -0.6018, -0.2593], "e_tot_ev": -34563.4707, "charge": 0, "e_homo_ev": -8.26, "smiles": "CC(C)CN(CCOc1cccc(N2C(=O)C3=C(CCCC3)C2=O)c1)CC(C)C"}

=====

(3)
{"formula": "C24H34N2O5", "method": "wB97M-V/def2-TZVPD", "symbols": ["C", "C", "H", "C", "H", "H", "H", "H", "C", "H", "C", "H", "N", "H", "H", "O", "H", "H", "H", "C", "C", "H", "H", "H", "H", "C", "O", "C", "H", "C", "H", "C", "H", "C", "H", "C", "H", "C", "H", "O", "H", "H", "C", "C", "C", "H", "H", "C", "H", "O", "H", "C", "H", "C", "H", "C", "H", "H", "N", "O", "C", "C", "C", "H", "H"], "positions_angstrom": [[2.96, -1.08, 0.47], [10.27, -0.79, -0.17], [3.50, -1.64, -0.29], [-0.19, 0.77, 0.58], [1.66, 1.45, -1.51], [10.71, 0.19, 0.03], [2.91, 2.19, 0.49], [-2.58, 2.34, 2.40], [-7.07, 1.16, -0.98], [4.70, -0.71, 1.69], [3.44, 1.66, -0.31], [-2.79, -4.55, -0.34], [4.46, 0.83, 0.29], [-4.82, -0.43, -1.28], [-3.17, -2.05, -0.32], [8.97, -0.88, 0.34], [-7.54, -0.66, 0.09], [-0.40, 0.25, -1.51], [6.79, 0.04, 1.47], [-4.15, 2.38, 0.17], [-0.82, 1.37, 1.67], [3.93, 2.38, -0.96], [6.39, -1.15, 0.22], [-0.29, 1.42, 2.61], [2.52, -1.78, 1.18], [-3.98, -2.75, -0.55], [1.06, 0.28, 0.84], [8.09, 0.06, -0.24], [-7.14, 1.74, 1.11], [-0.85, 0.70, -0.64], [8.45, 1.08, -0.06], [5.72, 0.85, -0.22], [-4.04, -2.83, -1.64], [-2.77, 1.79, 0.33], [-5.66, -0.10, 1.64], [-5.02, 0.15, 0.79], [-6.51, 1.45, -1.87], [6.71, -0.12, 0.39], [-6.54, 3.01, 0.02], [6.04, 1.64, -1.09], [8.03, -0.08, -1.33], [10.29, -0.97, -1.25], [-2.14, 1.21, -0.75], [-6.92, -0.35, -0.75], [2.45, 0.81, -1.10], [3.35, 0.40, 1.98], [-4.53, -4.79, -0.15], [-5.46, -0.69, -0.43], [-7.24, -0.90, -1.63], [-4.32, 3.52, -0.20], [-8.12, 1.41, -1.14], [3.91, -0.14, 1.21], [-3.98, -0.06, 1.05], [-3.71, -4.12, 0.06], [-3.61, -4.04, 1.14], [-6.54, 1.94, 0.22], [10.86, -1.56, 0.33], [-2.64, 1.16, -1.71], [-5.17, 1.55, 0.49], [-6.10, -2.76, 0.57], [-5.28, -2.15, -0.07], [-2.10, 1.88, 1.55], [1.84, -0.28, -0.21], [1.22, -0.96, -0.81], [2.97, 0.33, -1.94]], "nbo_charge": [-0.4201, -0.2434, 0.2107, 0.3902, 0.2221, 0.1644, 0.1980, 0.2223, -0.4044, 0.2188, -0.2301, 0.2077, -0.4405, 0.2092, 0.2227, -0.5432, 0.2178, 0.2194, 0.2289, 0.6763, -0.2759, 0.2525, 0.2245, 0.2254, 0.2219, -0.5145, -0.5315, -0.0504, 0.1904, -0.3199, 0.1750, 0.6923, 0.2278, -0.1521, 0.2069, -0.2052, 0.2018, -0.5186, 0.2484, -0.6377, 0.1750, 0.1638, -0.1833, -0.3958, -0.4407, 0.2070, 0.2207, -0.3366, 0.2135, -0.6101, 0.2165, -0.2163, 0.2282, -0.6037, 0.2126, -0.2253, 0.1922, 0.2184, -0.4353, -0.5446, 0.6245, -0.1679, 0.0993, 0.1825, 0.2175], "e_tot_ev": -38658.3676, "charge": 0, "e_homo_ev": -8.81, "smiles": "CCC(=O)[C@H]1CCCN(C(=O)c2ccc(OC3CCN(C(=O)CCOC)CC3)cc2)C1"}

=====

(4)
{"formula": "C24H34N5RbSb", "method": "wB97M-V/def2-TZVPD", "symbols": ["C", "H", "N", "C", "C", "C", "C", "H", "H", "C", "H", "H", "H", "H", "N", "C", "H", "H", "H", "H", "C", "C", "H", "H", "H", "H", "H", "Rb", "C", "H", "N", "Sb", "C", "C", "C", "H", "C", "C", "C", "H", "N", "C", "H", "H", "C", "H", "C", "H", "H", "H", "C", "H", "H", "H", "C", "N", "H", "C", "H", "H", "H", "H", "C", "C", "H"], "positions_angstrom": [[0.25, -0.01, 5.27], [3.89, -0.67, -2.69], [-0.36, 0.02, 2.96], [-1.66, 0.04, 3.32], [-3.99, -2.37, 0.27], [-1.08, 0.02, 5.64], [2.98, -0.49, -2.09], [4.82, -1.58, -0.47], [-1.36, 0.02, 6.69], [0.07, 3.72, -0.34], [0.08, -4.59, -0.88], [0.46, -2.90, -1.19], [3.19, -2.01, 0.07], [2.45, 0.88, -3.72], [0.71, -0.08, -2.98], [-3.79, -3.53, -0.46], [-4.64, -4.10, -0.82], [-2.19, 4.94, -1.29], [1.04, -0.02, 6.01], [-2.31, -4.86, -1.27], [-2.40, 4.03, -0.74], [2.03, 0.50, -2.77], [4.46, 1.38, 0.27], [1.03, -0.65, -5.01], [5.21, 0.78, -1.22], [-1.24, 0.51, -3.49], [4.16, -0.88, 1.02], [0.32, -0.03, 0.19], [2.00, -0.08, 3.47], [-4.99, -2.03, 0.51], [-1.57, 2.15, 0.47], [-3.33, 0.06, 1.96], [-1.44, -3.19, -0.23], [-3.70, 3.60, -0.54], [-2.05, 0.03, 4.65], [-0.35, 1.67, -2.50], [3.91, -1.19, 0.01], [-2.83, 1.74, 0.68], [0.57, -0.01, 3.92], [3.83, 1.89, -1.29], [3.33, -0.08, -0.73], [-0.26, 0.96, -3.32], [0.55, -3.54, 0.46], [0.63, 3.04, -1.00], [-1.36, 3.29, -0.21], [1.44, -1.88, -3.80], [4.26, 1.05, -0.75], [0.55, 3.70, 0.64], [2.17, 0.47, 2.54], [2.68, 0.32, 4.22], [-0.01, -3.58, -0.47], [-4.54, 4.17, -0.94], [0.02, 1.52, -4.23], [2.47, -1.45, -2.02], [-2.88, -1.65, 0.71], [-1.63, -2.06, 0.46], [-4.93, 2.12, 0.41], [-3.92, 2.45, 0.20], [-0.25, -1.54, -4.14], [1.91, 1.37, -2.12], [-3.10, 0.05, 4.92], [0.16, 4.72, -0.75], [-2.50, -3.95, -0.71], [0.74, -1.09, -4.04], [2.29, -1.12, 3.28]], "nbo_charge": [-0.2380, 0.1874, -0.5083, -0.0864, -0.2711, -0.1441, -0.2469, 0.1841, 0.2300, -0.6431, 0.2322, 0.2161, 0.1932, 0.1867, -0.4612, -0.1449, 0.2304, 0.2275, 0.2262, 0.2268, -0.2417, -0.2309, 0.2070, 0.1796, 0.1807, 0.2112, 0.2061, 0.9074, -0.6453, 0.2278, -0.5169, 1.0253, 0.2173, -0.1414, -0.2767, 0.1876, -0.4182, -0.0774, 0.2296, 0.2006, -0.4626, -0.4178, 0.2289, 0.2074, 0.2142, 0.2008, -0.4220, 0.2354, 0.2095, 0.2323, -0.6463, 0.2306, 0.1821, 0.2017, -0.0809, -0.5188, 0.2291, -0.2815, 0.2089, 0.1928, 0.2292, 0.2316, -0.2401, -0.4230, 0.2298], "e_tot_ev": -40078.2117, "charge": 1, "e_homo_ev": -11.25}